[1]
{"formula": "C3H8NO2", "method": "ωB97M-V/def2-TZVPD", "e_above_lowest_kcal_mol": 64.8, "e_homo_ev": -15.187, "charge": 1, "elements": ["O", "C", "C", "N", "C", "O", "H", "H", "H", "H", "H", "H", "H", "H"], "xyz": [[1.7622, -1.1412, 0.2671], [0.7193, -0.5996, -0.4246], [0.6596, 0.9733, -0.3190], [-0.7175, 0.8632, 0.2980], [-0.6563, -0.7034, 0.3955], [-1.6448, -1.3542, -0.2678], [2.5703, -1.3375, -0.1834], [0.4207, -1.2927, -1.2509], [1.3816, 1.3627, 0.3786], [0.5376, 1.7580, -1.1879], [-0.9404, 1.2753, 1.2693], [-1.4972, 1.2879, -0.2494], [-0.6423, -0.8710, 1.4179], [-1.8870, -2.1788, 0.2340]]}

=====

[2]
{"formula": "C3H8NO2", "method": "ωB97M-V/def2-TZVPD", "e_above_lowest_kcal_mol": 49.8, "e_homo_ev": -15.159, "charge": 1, "elements": ["O", "C", "O", "H", "H", "C", "C", "N", "H", "H", "H", "H", "H", "H"], "xyz": [[-0.4013, 1.2486, 1.2136], [-0.1067, 2.4099, 0.8974], [0.4055, 2.5607, -0.3371], [-0.0039, 3.3898, 1.4241], [0.9264, 3.3395, -0.4834], [0.0738, -2.4155, 0.1454], [-0.6223, -0.3235, -0.7842], [0.3349, -1.1343, -0.5054], [1.0289, -2.8212, 0.0493], [-0.7021, -2.9328, -0.4942], [-0.2339, -2.4905, 1.1290], [-1.6708, -0.6041, -0.6573], [-0.3398, 0.6542, -1.1274], [1.3114, -0.8807, -0.4698]]}

=====

[3]
{"formula": "C3H8NO2P", "method": "ωB97M-V/def2-TZVPD", "e_above_lowest_kcal_mol": 110.8, "e_homo_ev": [-6.789, -10.147], "charge": 0, "s2": 2.01, "multiplicity": 3, "elements": ["C", "C", "C", "N", "O", "O", "P", "H", "H", "H", "H", "H", "H", "H", "H"], "xyz": [[0.8910, 0.9430, -0.6114], [0.2155, -0.3070, 0.0325], [-1.2492, -0.0646, 0.2478], [-1.8212, -2.8223, -0.1468], [-1.9275, -2.4785, -1.2770], [-1.4952, -3.8619, 0.3164], [-2.0819, -1.5482, 1.0607], [0.5357, 0.8688, -1.7713], [0.5744, 1.9158, -0.3198], [1.9039, 0.8356, -0.6879], [0.2676, -1.2587, -0.3785], [0.8472, -0.2882, 0.9513], [-1.3681, 0.5866, 1.0064], [-1.8197, 0.0789, -0.6564], [-0.7529, -2.1978, 1.8951]]}

=====

[4]
{"formula": "C3H8NO2S", "method": "ωB97M-V/def2-TZVPD", "e_above_lowest_kcal_mol": 123.8, "e_homo_ev": [-3.546, -3.547], "charge": -1, "elements": ["C", "C", "C", "N", "O", "O", "S", "H", "H", "H", "H", "H", "H", "H", "H"], "xyz": [[-0.4734, -0.7536, 2.5564], [0.2068, 1.7682, -1.6521], [0.6437, 0.5501, -0.8180], [-0.3687, -0.4373, -0.9313], [-1.7564, -2.4225, 0.7990], [0.7434, -2.3489, 1.0614], [-0.5288, -1.6890, 1.0825], [0.3946, -0.0662, 2.5990], [-1.4191, -0.2543, 2.8110], [0.6774, 1.7278, -2.5364], [-0.8351, 1.5401, -1.6224], [0.4848, 2.6570, -1.0174], [1.7084, 0.1775, -1.0978], [0.5592, 0.7885, 0.2349], [-0.0368, -1.2375, -1.4688]]}

=====

[5]
{"formula": "C3H8NO2S", "method": "ωB97M-V/def2-TZVPD", "e_above_lowest_kcal_mol": 120.5, "e_homo_ev": -3.815, "charge": -1, "elements": ["O", "C", "N", "C", "C", "S", "H", "H", "H", "H", "H", "H", "H", "H", "O"], "xyz": [[2.5694, 1.5521, -0.5794], [2.3130, 0.5902, 0.1064], [1.6215, -0.6729, 0.0005], [0.4992, -0.0199, -0.3140], [-0.3378, 0.7327, 0.6951], [-2.0713, 0.1534, 0.7613], [2.7635, 0.5526, 1.1336], [0.1376, -3.0092, 1.2000], [0.2786, -3.1498, 1.8930], [0.0237, -0.1294, -1.2986], [-0.3198, 1.7921, 0.4183], [0.0805, 0.5438, 1.6798], [-2.2489, -0.2730, -2.2018], [-2.6696, 0.7408, -1.2533], [-2.6396, 0.5966, -2.2410]]}

=====

[6]
{"formula": "C3H8NO3", "method": "ωB97M-V/def2-TZVPD", "e_above_lowest_kcal_mol": 27.3, "e_homo_ev": -3.591, "charge": -1, "elements": ["O", "C", "N", "C", "O", "C", "H", "H", "H", "H", "H", "H", "H", "H", "O"], "xyz": [[2.0014, 0.5544, -0.6668], [0.9951, -0.1056, -0.9370], [-0.2715, 0.3303, -0.8027], [-0.7166, 1.4697, 0.1067], [-1.6332, 1.0498, 0.9852], [1.1251, -1.5319, -1.4672], [-0.9864, -0.3812, -0.9045], [-1.1009, 2.2396, -0.5929], [0.2414, 1.7932, 0.5340], [0.7931, -1.5829, -2.5080], [2.1792, -1.8254, -1.3875], [0.5634, -2.2141, -0.8285], [-1.3303, -0.4638, 1.5375], [-0.9969, -0.7595, 2.9602], [-1.0677, -1.2465, 2.1252]]}

=====

[7]
{"formula": "C3H8NO3", "method": "ωB97M-V/def2-TZVPD", "e_above_lowest_kcal_mol": 22.9, "e_homo_ev": [-10.289, -10.270], "charge": 0, "s2": 0.75, "multiplicity": 2, "elements": ["C", "N", "C", "C", "O", "O", "H", "H", "H", "H", "H", "H", "H", "H", "O"], "xyz": [[0.1279, 0.1161, 2.2514], [-0.7284, -0.8668, 1.7614], [-1.1356, -0.8154, 0.3518], [0.0804, -0.7990, -0.6476], [-0.3445, -0.8090, -1.9174], [0.1760, 0.4184, 3.4117], [0.7700, 0.5352, 1.4634], [-1.5247, -1.0006, 2.3809], [-1.8152, 0.0304, 0.1987], [-1.7385, -1.6645, 0.0258], [0.7619, -1.5809, -0.3027], [0.5857, 0.1662, -0.4751], [0.9265, 2.3220, -2.5029], [2.1341, 1.5556, -2.9745], [1.7246, 2.3924, -3.0250]]}

=====

[8]
{"formula": "C3H8NO3", "method": "ωB97M-V/def2-TZVPD", "e_above_lowest_kcal_mol": 29.0, "e_homo_ev": -15.201, "charge": 1, "elements": ["N", "C", "C", "O", "C", "O", "O", "H", "H", "H", "H", "H", "H", "H", "H"], "xyz": [[0.1453, 0.8497, 1.3113], [-0.3795, -0.1295, 0.3385], [-1.1260, 0.3289, -0.9364], [-0.1505, 0.5663, -1.9377], [0.6464, -1.2651, 0.1072], [0.4565, -2.3633, -0.3072], [1.8720, -0.7275, 0.3237], [0.0660, 0.5583, 2.2999], [1.0957, 1.2520, 1.1050], [-0.4055, 1.8123, 1.3516], [-1.1672, -0.4659, 0.9923], [-1.6400, 1.3016, -0.6174], [-1.8897, -0.3101, -1.3566], [-0.0971, -0.2257, -2.5021], [2.5736, -1.1821, -0.1719]]}

=====

[9]
{"formula": "C3H8NO4", "method": "ωB97M-V/def2-TZVPD", "e_above_lowest_kcal_mol": 12.7, "e_homo_ev": -4.564, "charge": -1, "elements": ["C", "C", "O", "N", "C", "O", "O", "H", "H", "H", "H", "H", "H", "H", "H", "O"], "xyz": [[-0.4062, 1.1720, 0.6771], [-0.4698, 1.0830, -0.8461], [-0.3060, -0.1836, -1.4012], [1.0512, 1.0804, 1.0550], [1.7896, -0.2139, 1.0619], [2.7885, -0.0819, 1.8017], [1.4391, -1.2181, 0.4089], [-1.1473, 0.5056, 1.1291], [-0.5758, 2.2280, 0.8819], [-1.5330, 1.4309, -1.0428], [0.1801, 1.7676, -1.3942], [0.5138, -0.6149, -0.9989], [1.3244, 1.5101, 1.9238], [-1.9027, -2.2701, -1.5482], [-1.0049, -3.0436, -0.5376], [-1.7410, -3.1513, -1.1703]]}

=====

[10]
{"formula": "C3H8NOS", "method": "ωB97M-V/def2-TZVPD", "e_above_lowest_kcal_mol": 46.6, "e_homo_ev": [-13.281, -13.282], "charge": 1, "elements": ["C", "C", "C", "N", "O", "S", "H", "H", "H", "H", "H", "H", "H", "H"], "xyz": [[-0.0436, -1.1004, -0.3044], [2.2733, 0.3078, -0.2880], [-1.5570, 0.5958, -0.1223], [-2.7110, 0.2448, 0.2713], [-0.8507, -2.1180, -0.0801], [1.2279, -0.7138, 0.7779], [0.0917, -0.8732, -1.3551], [3.1305, 0.6006, 0.3101], [1.7171, 1.1872, -0.5912], [2.6007, -0.2673, -1.1473], [-1.3298, 1.6551, -0.1940], [-2.9364, -0.7463, 0.3388], [-0.7975, -2.4647, 0.8263], [-3.4672, 0.8883, 0.5147]]}

=====

[11]
{"formula": "C3H8NOS", "method": "ωB97M-V/def2-TZVPD", "e_above_lowest_kcal_mol": 13.5, "e_homo_ev": -13.511, "charge": 1, "elements": ["N", "C", "C", "O", "C", "S", "H", "H", "H", "H", "H", "H", "H", "H"], "xyz": [[1.0871, 1.7798, 0.2448], [0.7341, 0.2963, 0.0697], [0.2365, -0.1662, 1.4423], [-0.2643, 0.5797, 2.2275], [-0.2969, 0.2076, -1.0640], [-0.7166, -1.5336, -1.3409], [2.0994, 1.8735, 0.1869], [0.7056, 2.0484, 1.1713], [0.5995, 2.3889, -0.4144], [1.6376, -0.3314, 0.0408], [0.2956, -1.2685, 1.5136], [0.2004, 0.6490, -1.9268], [-1.1749, 0.7662, -0.7431], [-2.0613, -1.4578, -1.3041]]}

=====

[12]
{"formula": "C3H8NP", "method": "ωB97M-V/def2-TZVPD", "e_above_lowest_kcal_mol": 23.7, "e_homo_ev": -9.102, "charge": 0, "elements": ["C", "N", "C", "C", "P", "H", "H", "H", "H", "H", "H", "H", "H"], "xyz": [[-1.7398, 1.1415, 0.0830], [-1.1618, -0.1729, 0.1652], [0.1166, -0.3007, 0.1679], [0.6511, -1.7491, 0.3194], [1.3954, 1.0823, 0.2113], [-1.7695, 1.4844, 1.1307], [-2.7995, 0.8649, -0.0524], [-1.4751, 1.9453, -0.6065], [1.5336, -1.6403, 0.8651], [-0.0493, -2.4420, 0.8119], [0.8001, -2.1834, -0.7794], [0.9347, 2.1511, -0.5681], [2.2934, 0.6540, -0.7698]]}